ORCA calculation (ωB97M-V/def2-TZVPD) on a molecular structure, CH2F3HgNO4S at a distorted geometry.

Geometry as ORCA input:
```
! RIJCOSX wB97M-V def2-TZVPD def2/J DEFGRID3
* xyz 0 1
Hg 1.09 0.88 0.39
S -1.22 -0.13 1.30
F -3.63 -0.66 0.45
F -3.45 1.26 1.42
F -2.69 0.98 -0.58
O 2.87 0.39 0.20
O -1.58 -1.00 2.40
O -0.53 1.18 1.60
O 0.08 -2.00 0.16
N -0.28 -0.66 0.12
C -2.86 0.41 0.60
H 1.06 -2.14 -0.08
H 3.37 -0.21 0.75
*
```

- HOMO: -9.4069 eV
- Orbital gap: 8.76 eV
- Max |F|: 5.1 eV Å⁻¹

These are the Löwdin partial charges, in e, on atoms 1 to 2: 1.270 0.691

ORCA calculation (ωB97M-V/def2-TZVPD) on 6 unconnected molecules or ions with the total composition C18H52BF4N5O5 at a distorted geometry.

Geometry as ORCA input:
```
! RIJCOSX wB97M-V def2-TZVPD def2/J DEFGRID3
* xyz 4 1
F -0.68 0.97 1.61
F 0.16 0.98 -0.40
F -1.80 -0.11 0.02
F -1.63 2.16 -0.04
O -0.07 4.68 -5.99
O -1.40 -10.35 1.74
O 6.18 -5.14 -1.91
O -1.21 11.46 2.34
O -7.63 2.22 4.82
N 0.24 5.77 -8.09
N -1.12 8.91 1.38
N -6.21 1.09 3.08
N 5.64 -1.93 -0.04
N 0.58 -13.38 1.04
C 5.57 -3.92 -1.57
C -0.62 -12.43 1.28
C 5.50 -5.95 -2.88
C -1.68 12.80 2.74
C -0.11 9.26 2.43
C 0.40 4.60 -7.06
C -1.27 5.92 -8.35
C -6.58 2.14 4.22
C 1.25 8.65 2.24
C -0.28 -11.00 1.18
C 6.08 -3.36 -0.21
C -1.42 -8.94 1.83
C -5.38 3.03 4.59
C -1.17 -12.82 2.66
C 5.80 -4.18 1.08
C -7.07 1.48 1.83
C 1.51 3.66 -7.34
C -0.01 10.78 2.65
B -1.01 1.02 0.30
H 2.52 4.02 -7.54
H 5.59 -5.61 -3.91
H -1.39 6.96 -8.63
H 1.38 -13.31 1.66
H 1.20 3.29 -8.32
H -1.06 13.55 2.24
H 0.40 -14.37 1.15
H -6.50 0.18 3.41
H 6.04 -3.69 2.02
H 5.80 -3.08 -2.22
H -1.08 7.94 1.09
H 0.42 11.17 3.57
H -2.13 -12.41 2.97
H 4.66 -1.79 -0.24
H 1.59 8.72 1.21
H 6.19 -1.28 -0.58
H -0.64 8.87 3.30
H 5.76 -1.55 0.88
H 4.77 -4.53 1.07
H 2.02 9.06 2.90
H 0.94 5.69 -8.81
H -6.96 2.56 1.75
H -1.93 5.71 -7.51
H -2.63 12.95 2.23
H -5.24 1.03 2.84
H 0.89 -13.31 0.08
H -1.32 -13.89 2.83
H -5.23 3.76 3.80
H -5.58 3.51 5.55
H 6.33 -5.12 0.98
H -2.24 -8.57 2.45
H 1.16 7.59 2.51
H -2.07 9.17 1.61
H -0.97 9.43 0.53
H -4.46 2.54 4.93
H -0.53 -8.44 2.20
H 6.05 -6.88 -2.77
H 0.69 11.06 1.87
H -0.44 -12.77 3.47
H 0.61 -10.69 1.74
H 4.47 -6.20 -2.61
H -1.74 13.01 3.81
H -6.62 1.02 0.95
H 1.42 2.90 -6.56
H -0.31 -10.75 0.12
H -1.55 -8.44 0.87
H -1.40 -12.68 0.56
H 0.48 6.62 -7.62
H -8.11 1.22 2.06
H -1.45 5.18 -9.14
H 7.15 -3.27 -0.41
H 4.50 -4.12 -1.48
*
```

- HOMO: -15.5931 eV
- Orbital gap: 8.41 eV
- Relative energy (zero: lowest compared OMol25 entry of this formula, charge and spin): 0.0000 eV
- Max |F|: 4.1 eV Å⁻¹

These are the Löwdin partial charges, in e, on atoms 1 to 2: 0.137 0.118

ORCA calculation (ωB97M-V/def2-TZVPD) on 2 unconnected molecules or ions with the total composition C17H27N2 at a distorted geometry.

Geometry as ORCA input:
```
! RIJCOSX wB97M-V def2-TZVPD def2/J DEFGRID3
* xyz 1 1
N 0.91 1.53 0.48
N -3.29 -1.71 -0.70
C 1.53 -1.24 -1.17
C -3.19 -3.15 -0.45
C 3.07 -3.05 -0.62
C 3.58 -1.57 -2.45
C 2.40 -0.87 -2.23
C -2.22 -0.93 -0.79
C 0.70 3.44 1.88
C -0.80 1.43 2.23
C 2.27 1.83 0.89
C 0.23 -0.58 -0.97
C 1.88 -2.37 -0.39
C -0.89 -1.34 -0.61
C -1.13 2.89 0.25
C 3.95 -2.65 -1.64
C 2.16 2.99 1.91
C -0.10 2.30 1.20
C -4.63 -1.16 -0.73
H -4.79 -0.50 0.13
H 0.05 0.33 -1.54
H -0.71 -2.40 -0.37
H 1.17 -2.74 0.35
H 2.07 -0.08 -2.91
H -1.33 0.60 1.75
H 0.68 0.55 0.26
H -5.36 -1.97 -0.68
H 2.78 0.96 1.34
H -4.20 -3.56 -0.42
H -0.08 1.02 2.95
H 4.91 -3.15 -1.78
H -2.70 -3.35 0.51
H 2.83 3.81 1.64
H 4.24 -1.26 -3.26
H 0.32 3.64 2.89
H 2.86 2.17 0.03
H -0.63 3.52 -0.50
H -1.83 3.52 0.82
H -1.53 2.04 2.78
H -2.63 -3.68 -1.24
H 0.62 4.36 1.28
H 2.40 2.61 2.91
H -2.42 0.12 -1.09
H -4.81 -0.57 -1.64
H 3.33 -3.90 0.00
H -1.69 2.11 -0.27
*
```

- HOMO: -10.9139 eV
- Orbital gap: 5.97 eV
- Relative energy (zero: lowest compared OMol25 entry of this formula, charge and spin): 0.0000 eV
- Max |F|: 3.8 eV Å⁻¹

These are the Löwdin partial charges, in e, on atoms 1 to 2: -0.012 -0.163